{"formula": "C2H3Cl2N2P", "method": "the ωB97M-V functional and the def2-TZVPD basis", "total_charge": 0, "orbital_gap_ev": 8.35, "de_lowest_kcal_mol": 49.8, "max_force_ev_per_a": 3.66, "energy_ha": -1449.21613, "species": ["C", "C", "N", "N", "P", "Cl", "Cl", "H", "H", "H"], "positions_angstrom": [[-1.3433, 0.2115, 1.0378], [0.4409, 0.1936, -0.1427], [-1.5959, -1.1118, 1.0816], [0.2855, -1.1350, -0.5477], [-0.8163, -2.1498, 0.2133], [-2.4579, 1.1404, 0.0737], [1.8186, 0.4495, 0.9197], [-1.0824, 0.7163, 1.9603], [0.3540, 0.9595, -0.9008], [0.9433, -1.5233, -1.2082]]}



{"formula": "C35H46N4P2PtSSi2", "method": "the ωB97M-V functional and the def2-TZVPD basis", "total_charge": 0, "orbital_gap_ev": [7.28, 7.32], "de_lowest_kcal_mol": 0.0, "spin_multiplicity": 3, "max_force_ev_per_a": 0.54, "energy_ha": -3359.63849, "species": ["Pt", "C", "Si", "C", "C", "N", "P", "C", "P", "N", "Si", "C", "C", "C", "C", "C", "C", "C", "C", "C", "C", "C", "C", "C", "C", "C", "C", "C", "C", "C", "C", "C", "C", "C", "C", "C", "C", "C", "H", "H", "H", "H", "H", "H", "H", "H", "H", "H", "H", "H", "H", "H", "H", "H", "H", "H", "H", "H", "H", "H", "H", "H", "H", "H", "H", "H", "H", "H", "H", "H", "H", "H", "H", "H", "H", "H", "C", "N", "C", "C", "N", "C", "S", "H", "H", "H", "H", "H", "H", "H", "H"], "positions_angstrom": [[0.2134, -1.0109, -1.4597], [4.3796, -1.3120, -1.7248], [3.6034, -1.3084, -0.0251], [4.6842, -0.3205, 1.1427], [3.5198, -3.0875, 0.5583], [2.0034, -0.6832, -0.0262], [1.4324, 0.7967, 0.2100], [-0.1612, 0.6692, -0.4390], [-1.7610, 1.1718, 0.0235], [-2.6166, 0.0216, 0.6246], [-3.6600, -1.1399, -0.0487], [-3.3285, -1.5286, -1.8666], [-5.4347, -0.5611, 0.1021], [-3.4609, -2.7406, 0.9111], [-1.5862, 2.5487, 1.1912], [-0.8310, 3.6570, 0.8124], [-0.6600, 4.7141, 1.6916], [-1.2462, 4.6650, 2.9513], [-2.0022, 3.5634, 3.3266], [-2.1744, 2.5017, 2.4462], [-2.4734, 1.9931, -1.4405], [-1.9873, 1.7728, -2.7262], [-2.6214, 2.3522, -3.8177], [-3.7392, 3.1526, -3.6301], [-4.2272, 3.3770, -2.3490], [-3.5980, 2.7984, -1.2587], [1.4763, 1.1868, 1.9829], [0.6135, 0.3717, 2.7290], [0.5440, 0.5004, 4.1041], [1.3335, 1.4418, 4.7532], [2.1967, 2.2427, 4.0245], [2.2707, 2.1167, 2.6413], [2.2453, 2.0563, -0.7972], [2.5246, 3.3598, -0.3925], [3.0971, 4.2574, -1.2844], [3.3787, 3.8630, -2.5832], [3.0621, 2.5768, -3.0017], [2.4921, 1.6737, -2.1159], [5.3255, -1.8596, -1.7294], [4.5717, -0.2970, -2.0793], [3.7002, -1.8010, -2.4288], [5.6883, -0.7411, 1.2333], [4.2336, -0.3024, 2.1392], [4.7854, 0.7124, 0.7961], [4.5343, -3.4961, 0.6022], [2.9393, -3.7113, -0.1255], [3.0789, -3.1628, 1.5564], [-3.8968, -0.8522, -2.5125], [-3.6207, -2.5516, -2.1178], [-2.2659, -1.4096, -2.1150], [-5.5982, 0.2984, -0.5545], [-5.6637, -0.2535, 1.1247], [-6.1434, -1.3439, -0.1845], [-2.4387, -3.1108, 0.7865], [-4.1528, -3.5117, 0.5611], [-3.6364, -2.5758, 1.9776], [-0.3816, 3.6868, -0.1760], [-0.0768, 5.5790, 1.3997], [-1.1150, 5.4893, 3.6410], [-2.4576, 3.5316, 4.3086], [-2.7530, 1.6248, 2.7122], [-1.1139, 1.1458, -2.8634], [-2.2422, 2.1768, -4.8167], [-4.2314, 3.6031, -4.4828], [-5.0980, 4.0042, -2.2045], [-3.9739, 2.9669, -0.2556], [-0.0210, -0.3424, 2.2125], [-0.1357, -0.1266, 4.6672], [1.2778, 1.5506, 5.8291], [2.8239, 2.9662, 4.5296], [2.9909, 2.7114, 2.0961], [2.2558, 3.6884, 0.6025], [3.3144, 5.2686, -0.9650], [3.8268, 4.5635, -3.2763], [3.2489, 2.2748, -4.0245], [2.2020, 0.6904, -2.4719], [0.1733, -6.3136, -2.2892], [0.2663, -5.4801, -1.1165], [0.0267, -6.0304, 0.2118], [0.2008, -4.8086, 1.1224], [0.1698, -3.7135, 0.1629], [0.2925, -4.1316, -1.1013], [0.4621, -3.1600, -2.4660], [0.9602, -7.0695, -2.2779], [0.2812, -5.6990, -3.1782], [-0.7967, -6.8179, -2.3221], [0.7414, -6.8248, 0.4293], [-0.9820, -6.4515, 0.2692], [1.1534, -4.8274, 1.6564], [-0.6075, -4.7069, 1.8448], [0.3759, -2.7585, 0.4239]]}



{"formula": "C29H45N5O2Si4Tb", "method": "the ωB97M-V functional and the def2-TZVPD basis", "total_charge": 1, "orbital_gap_ev": [6.96, 6.45], "de_lowest_kcal_mol": 32.5, "spin_multiplicity": 7, "max_force_ev_per_a": 0.73, "energy_ha": -3538.66792, "species": ["Tb", "C", "C", "N", "N", "C", "O", "C", "C", "C", "C", "C", "C", "C", "C", "C", "C", "C", "N", "H", "H", "H", "H", "H", "H", "H", "H", "H", "H", "H", "H", "N", "C", "C", "C", "C", "C", "N", "C", "H", "H", "H", "H", "O", "H", "H", "C", "Si", "C", "C", "Si", "Si", "C", "C", "C", "Si", "C", "C", "C", "H", "H", "H", "H", "H", "H", "H", "H", "H", "H", "H", "H", "H", "H", "H", "H", "H", "H", "H", "H", "H", "H", "H", "H", "H", "H", "H"], "positions_angstrom": [[0.0290, 0.6427, -0.4030], [-0.5967, -2.2601, 3.3605], [-0.1978, -1.2002, 2.3908], [-0.6741, -1.0712, 1.2060], [-1.6413, -1.9706, 0.7994], [-1.9923, -1.7098, -0.4368], [-1.5101, -0.7220, -1.1271], [-2.9773, -2.5919, -1.1017], [-3.2467, -2.4181, -2.4557], [-4.1526, -3.2487, -3.0959], [-4.7958, -4.2510, -2.3850], [-4.5296, -4.4278, -1.0326], [-3.6207, -3.6049, -0.3917], [0.8171, -0.1855, 2.7919], [1.4229, -0.2186, 4.0404], [2.3340, 0.7728, 4.3788], [2.6230, 1.7663, 3.4632], [1.9926, 1.7204, 2.2297], [1.1093, 0.7810, 1.8974], [-1.3687, -2.8924, 2.9375], [-0.9592, -1.8108, 4.2875], [0.2686, -2.8765, 3.6148], [-2.7379, -1.6379, -3.0043], [-4.3586, -3.1162, -4.1497], [-5.5046, -4.8990, -2.8837], [-5.0316, -5.2113, -0.4809], [-3.4007, -3.7403, 0.6577], [1.1892, -1.0048, 4.7418], [2.8075, 0.7589, 5.3512], [3.3241, 2.5589, 3.6812], [2.2132, 2.4694, 1.4769], [-0.2049, 5.9233, 3.7991], [-0.7389, 4.9810, 3.4188], [-1.4044, 3.8048, 2.9357], [-2.3872, 3.1639, 3.6845], [-2.9623, 2.0146, 3.1722], [-2.5267, 1.5390, 1.9458], [-1.5864, 2.1547, 1.2204], [-1.0440, 3.2694, 1.7048], [-2.6891, 3.5644, 4.6426], [-3.7331, 1.4848, 3.7128], [-2.9325, 0.6264, 1.5233], [-0.2861, 3.7635, 1.1053], [-1.3917, 2.1724, -1.8187], [-1.6743, 1.7992, -2.6648], [-2.1637, 2.5953, -1.4244], [5.1516, -1.7179, -2.1157], [3.8976, -0.9874, -0.9211], [4.8030, 0.1082, 0.3144], [3.0896, -2.3889, 0.0402], [2.3036, 0.2357, -2.1125], [1.3667, -0.9587, -3.8836], [2.5278, -0.8855, -5.3615], [-0.2828, -0.1973, -4.3900], [1.0696, -2.7472, -3.4023], [2.9893, 2.3927, -2.6567], [4.7580, 2.3459, -3.2889], [1.8797, 3.1773, -3.9495], [2.9351, 3.4896, -1.1178], [5.8981, -2.3023, -1.5707], [5.6747, -0.9377, -2.6715], [4.6751, -2.3800, -2.8411], [5.6515, -0.4413, 0.7307], [4.1534, 0.3831, 1.1494], [5.1911, 1.0247, -0.1342], [3.8270, -2.8530, 0.7005], [2.6944, -3.1643, -0.6182], [2.2607, -2.0407, 0.6654], [2.6937, 0.1427, -5.6897], [2.1075, -1.4391, -6.2060], [3.5014, -1.3201, -5.1291], [-0.1775, 0.8396, -4.7165], [-1.0031, -0.2471, -3.5666], [-0.7144, -0.7685, -5.2163], [2.0089, -3.2866, -3.2636], [0.5131, -3.2501, -4.1977], [0.4875, -2.8431, -2.4825], [4.8426, 1.7157, -4.1760], [5.4458, 1.9526, -2.5376], [5.0985, 3.3500, -3.5578], [1.9261, 2.6369, -4.8973], [2.2039, 4.2038, -4.1385], [0.8332, 3.2131, -3.6375], [3.5603, 3.0969, -0.3125], [1.9094, 3.5931, -0.7380], [3.2790, 4.5016, -1.3456]]}



{"formula": "C13H18N2", "method": "the ωB97M-V functional and the def2-TZVPD basis", "total_charge": 0, "orbital_gap_ev": [6.18, 6.29], "de_lowest_kcal_mol": 209.7, "max_force_ev_per_a": 4.03, "energy_ha": -615.34655, "species": ["C", "C", "C", "C", "C", "C", "C", "C", "C", "C", "C", "C", "C", "N", "N", "H", "H", "H", "H", "H", "H", "H", "H", "H", "H", "H", "H", "H", "H", "H", "H", "H", "H"], "positions_angstrom": [[3.6945, 1.3991, -0.2193], [4.5278, 0.3608, 0.0733], [-0.2301, -0.2309, 0.5144], [2.4713, -0.3766, 0.6279], [2.3948, 0.9338, 0.1065], [0.0820, 1.0503, 0.1494], [-0.8404, 2.1512, 0.3233], [-0.5481, 3.4155, -0.3272], [-1.9108, 2.1034, 1.3790], [0.1450, -2.6550, 0.7425], [0.1235, -1.8814, -1.5540], [-2.0504, -1.7189, -0.0970], [-0.4243, -1.5603, -0.1644], [1.2754, 1.5527, -0.1944], [3.7760, -0.6738, 0.5809], [3.7497, 2.4713, -0.4873], [5.5808, -0.0004, 0.0969], [0.3634, 3.9613, 0.0710], [-0.3391, 3.2914, -1.3749], [-1.4212, 4.1270, -0.2865], [-1.7305, 1.4319, 2.2152], [-1.8602, 3.0336, 1.9453], [-2.8085, 1.7579, 0.7988], [1.2209, -2.9017, 0.6861], [-0.0551, -2.4428, 1.7634], [-0.4113, -3.5411, 0.5719], [-0.4257, -1.4211, -2.2839], [0.1427, -2.9914, -1.4302], [1.1019, -1.5512, -1.3792], [-2.4702, -2.2402, -0.9256], [-2.4892, -0.7130, -0.1904], [-2.4114, -2.2138, 0.8098], [4.1595, -1.5176, 0.9775]]}



{"formula": "C3H8N2O2", "method": "the ωB97M-V functional and the def2-TZVPD basis", "total_charge": 0, "orbital_gap_ev": 8.77, "de_lowest_kcal_mol": 57.0, "smiles": "c1c[nH]cn1.O.O", "max_force_ev_per_a": 4.72, "energy_ha": -379.05010, "species": ["C", "C", "N", "C", "N", "H", "H", "H", "H", "O", "H", "H", "O", "H", "H"], "positions_angstrom": [[-1.8936, -2.1415, 0.6811], [-1.3081, -0.9814, 1.1412], [-0.9295, -0.2760, 0.0183], [-1.4280, -0.9618, -1.0557], [-2.0519, -2.0559, -0.6718], [-2.0012, -3.1155, 1.3597], [-1.2468, -0.5140, 2.1463], [-0.0265, 0.2817, 0.1027], [-1.0095, -0.6628, -1.9745], [2.1623, 0.1581, 0.1760], [2.4889, -0.2234, -0.5646], [2.9540, 0.0407, 0.7456], [3.0847, 4.4632, -0.3429], [2.6600, 4.1739, 0.5648], [2.8532, 3.8812, -1.0694]]}



{"formula": "C17H20N4OS", "method": "the ωB97M-V functional and the def2-TZVPD basis", "total_charge": 0, "orbital_gap_ev": 8.68, "de_lowest_kcal_mol": 14.3, "smiles": "Cc1ccc(C)c(NCC(=O)NNC(=S)Nc2ccccc2)c1", "max_force_ev_per_a": 0.82, "energy_ha": -1352.26855, "species": ["C", "C", "C", "C", "C", "C", "C", "N", "C", "C", "O", "N", "N", "C", "S", "N", "C", "C", "C", "C", "C", "C", "C", "H", "H", "H", "H", "H", "H", "H", "H", "H", "H", "H", "H", "H", "H", "H", "H", "H", "H", "H", "H"], "positions_angstrom": [[-4.2570, -2.0746, 2.5634], [-3.2032, -2.0025, 1.5005], [-2.4242, -3.1112, 1.1969], [-1.4513, -3.0202, 0.2228], [-1.2101, -1.8518, -0.4902], [-0.0825, -1.8605, -1.4844], [-2.0196, -0.7417, -0.2180], [-1.8607, 0.5142, -0.8110], [-1.5720, 0.7268, -2.2144], [-0.1834, 1.3346, -2.4483], [0.2885, 1.5388, -3.5429], [0.4285, 1.6498, -1.2849], [1.7126, 2.1862, -1.2115], [2.7806, 1.4824, -0.7251], [4.3006, 1.8385, -1.2523], [2.5939, 0.5176, 0.2150], [1.5442, 0.3155, 1.1158], [1.3192, -0.9712, 1.6009], [0.2915, -1.2084, 2.4915], [-0.5229, -0.1702, 2.9135], [-0.2820, 1.1149, 2.4614], [0.7495, 1.3666, 1.5732], [-2.9905, -0.8420, 0.7810], [-5.1067, -2.6593, 2.2106], [-3.8673, -2.5620, 3.4553], [-4.6125, -1.0825, 2.8308], [-2.5729, -4.0382, 1.7303], [-0.8390, -3.8852, 0.0103], [-0.4375, -2.0886, -2.4897], [0.6321, -2.6345, -1.2126], [0.4412, -0.9104, -1.5137], [-2.5320, 1.1752, -0.4457], [-1.6302, -0.2029, -2.7826], [-2.2979, 1.4154, -2.6595], [-0.0456, 1.4341, -0.4096], [1.9411, 2.7487, -2.0273], [3.4160, -0.0540, 0.3609], [1.9534, -1.7800, 1.2707], [0.1203, -2.2097, 2.8542], [-1.3304, -0.3614, 3.6021], [-0.8911, 1.9357, 2.8100], [0.9725, 2.3796, 1.2702], [-3.5952, 0.0296, 0.9985]]}